(1)
Formula: C17H21N3O4
Source: the Open Molecules 2025 dataset
Level of theory: ωB97M-V with the def2-TZVPD basis set

Geometry as XYZ:
```
45
Properties=species:S:1:pos:R:3:mulliken_charge:R:1
C -6.515 0.246 1.705 -0.7998
H -6.364 -0.852 1.742 0.3223
O -5.440 0.811 0.691 -0.3760
C -4.213 0.593 1.145 -0.6528
C -3.685 -0.983 0.999 -0.5891
C -3.824 -1.504 -0.200 -0.5622
N -2.923 -0.909 -0.984 -0.2054
C -1.649 -1.283 -1.533 0.8096
O -1.300 -2.375 -1.155 -0.6205
C -0.677 -0.395 -2.220 -1.4400
N -0.086 0.714 -1.253 0.5655
N 1.094 0.234 -1.065 -0.9156
C 1.904 0.613 -0.183 0.4027
C 1.355 2.041 0.593 -0.4084
C 0.067 2.324 0.106 -1.1722
C -0.773 1.559 -0.595 1.4699
O -1.824 1.670 -0.995 -0.6866
H -0.437 3.145 0.762 0.2252
H 2.024 2.597 1.223 0.5797
C 3.238 0.427 0.323 0.2100
C 4.189 1.375 -0.039 -1.0692
C 5.462 1.220 0.347 -0.6403
C 5.990 -0.051 0.552 -0.1662
C 4.998 -1.106 0.854 -0.8380
C 3.684 -0.741 0.313 0.7287
O 3.014 -1.969 0.842 -0.4140
C 1.543 -2.115 1.001 -0.4827
H 1.058 -1.740 0.006 0.2585
H 1.179 -2.884 1.634 0.3845
H 1.263 -1.108 1.679 0.1221
H 5.369 -2.051 0.887 0.4424
H 7.015 -0.415 0.471 0.3624
H 6.332 1.956 0.076 0.2365
H 3.883 2.245 -0.239 0.7802
H -1.335 0.199 -2.893 0.5129
H 0.082 -0.728 -2.701 0.5131
H -2.952 0.211 -1.514 0.3491
H -3.511 -2.457 0.056 0.4087
H -4.795 -1.254 -0.641 0.3574
H -2.792 -0.656 1.594 0.2624
H -4.201 -1.512 1.996 0.4184
H -4.326 1.104 2.431 0.3121
H -3.790 1.222 0.528 0.3707
H -6.506 0.579 2.630 0.4284
H -7.639 0.572 1.126 0.2055
```

## Properties
Electronic energy: -30611.950 eV
LUMO energy: -0.1213 eV
2S+1: 1
HOMO-LUMO gap: 8.645 eV
ΔE to the lowest compared entry with this formula, charge and spin: 2006.0 kJ/mol



(2)
Formula: C17H21N3O4S
Source: the Open Molecules 2025 dataset
Level of theory: ωB97M-V with the def2-TZVPD basis set

Geometry as XYZ:
```
46
Properties=species:S:1:pos:R:3:mulliken_charge:R:1
C 7.774 0.512 -0.339 -0.6953
O 6.447 0.751 -0.788 -0.3006
C 5.492 0.741 0.149 0.2532
O 5.716 0.559 1.317 -0.5837
C 4.130 1.009 -0.469 0.2932
C 3.041 1.121 0.599 -0.8441
C 2.746 -0.241 1.234 -0.9492
N 2.417 -1.211 0.216 0.1016
C 1.218 -1.786 -0.016 0.9626
O 1.023 -2.525 -0.961 -0.6605
C 0.106 -1.508 0.983 -0.8971
S -0.475 0.220 0.871 -0.2663
C -2.168 -0.059 0.589 0.1771
N -2.758 -1.215 0.613 -0.5272
C -4.080 -0.950 0.349 0.2667
C -5.171 -1.806 0.249 -0.7359
C -6.398 -1.249 -0.024 -0.5269
C -6.570 0.136 -0.201 0.8137
O -7.852 0.522 -0.464 -0.4289
C -8.115 1.889 -0.658 -0.8105
C -5.494 1.006 -0.106 -0.5124
C -4.261 0.438 0.169 0.0135
N -3.011 0.987 0.329 -0.0499
C 3.487 -1.404 -0.741 -0.9844
C 3.773 -0.095 -1.474 -1.0195
H 7.871 -0.512 0.028 0.2989
H 8.419 0.669 -1.199 0.2347
H 8.031 1.201 0.467 0.3058
H 4.221 1.958 -1.009 0.4657
H 3.357 1.811 1.381 0.3533
H 2.128 1.505 0.141 0.4012
H 1.935 -0.134 1.951 0.5191
H 3.639 -0.586 1.766 0.3527
H -0.762 -2.118 0.729 0.4300
H 0.417 -1.700 2.010 0.5205
H -5.051 -2.868 0.381 0.4294
H -7.277 -1.867 -0.112 0.4237
H -7.565 2.287 -1.517 0.3210
H -9.184 1.960 -0.852 0.2352
H -7.871 2.477 0.234 0.3199
H -5.591 2.072 -0.237 0.3959
H -2.752 1.957 0.270 0.1817
H 3.170 -2.178 -1.443 0.4194
H 4.380 -1.744 -0.205 0.4008
H 4.588 -0.235 -2.184 0.4948
H 2.879 0.203 -2.025 0.4069
```

## Properties
Electronic energy: -41466.332 eV
SMILES string: COC(=O)C1CCN(C(=O)CSc2nc3ccc(OC)cc3[nH]2)CC1
LUMO energy: 0.4069 eV
2S+1: 1
HOMO-LUMO gap: 8.042 eV
ΔE to the lowest compared entry with this formula, charge and spin: 130.4 kJ/mol



(3)
Formula: C17H21N3O5S
Source: the Open Molecules 2025 dataset
Level of theory: ωB97M-V with the def2-TZVPD basis set

Geometry as XYZ:
```
47
Properties=species:S:1:pos:R:3:mulliken_charge:R:1
C -2.556 -4.216 0.542 -0.9297
O -3.249 -3.010 0.325 -0.4352
C -2.550 -1.927 -0.093 0.9753
C -1.191 -1.908 -0.360 -0.7471
C -0.570 -0.739 -0.781 -0.4667
C -1.320 0.401 -0.925 -0.5042
S -0.585 1.943 -1.432 1.3084
O -1.417 2.513 -2.449 -0.7728
O 0.813 1.764 -1.722 -0.6383
N -0.666 2.988 -0.111 -0.4011
C 0.542 3.035 0.689 0.1930
C 0.359 3.971 1.880 -1.6750
C 0.874 1.622 1.173 0.2861
O -0.004 0.871 1.557 -0.6262
N 2.177 1.294 1.152 -0.0681
C 2.643 -0.040 1.452 -0.6562
C 3.389 -0.681 0.310 0.3147
C 3.186 -0.307 -1.016 -0.0115
C 3.908 -0.963 -2.000 -0.7146
C 4.801 -1.958 -1.633 -0.3707
C 4.930 -2.250 -0.284 -0.3314
N 4.249 -1.629 0.662 -0.5381
C -2.684 0.412 -0.680 -0.7185
C -3.317 -0.746 -0.268 0.6494
O -4.642 -0.863 -0.006 -0.4410
C -5.457 0.271 -0.180 -0.9085
H -3.306 -4.925 0.886 0.2348
H -2.100 -4.590 -0.381 0.3615
H -1.784 -4.103 1.310 0.3743
H -0.596 -2.799 -0.240 0.4251
H 0.485 -0.718 -0.994 0.5327
H -1.480 2.775 0.449 0.3957
H 1.327 3.402 0.023 0.5418
H 0.023 4.944 1.535 0.4136
H 1.299 4.084 2.413 0.3944
H -0.383 3.559 2.561 0.3639
H 2.840 1.930 0.738 0.3283
H 3.294 -0.033 2.333 0.4056
H 1.752 -0.632 1.692 0.2690
H 2.483 0.470 -1.278 0.4500
H 3.771 -0.697 -3.038 0.4583
H 5.381 -2.490 -2.371 0.3825
H 5.614 -3.014 0.063 0.3909
H -3.220 1.333 -0.843 0.5553
H -6.468 -0.057 0.057 0.2313
H -5.426 0.635 -1.212 0.3634
H -5.170 1.080 0.499 0.3553
```

## Properties
Electronic energy: -43512.231 eV
SMILES string: COc1ccc(S(=O)(=O)N[C@@H](C)C(=O)NCc2ccccn2)cc1OC
LUMO energy: 0.6808 eV
2S+1: 1
HOMO-LUMO gap: 9.042 eV
ΔE to the lowest compared entry with this formula, charge and spin: 275.7 kJ/mol



(4)
Formula: C17H21N5O2
Source: the Open Molecules 2025 dataset
Level of theory: ωB97M-V with the def2-TZVPD basis set

Geometry as XYZ:
```
45
Properties=species:S:1:pos:R:3:mulliken_charge:R:1
C -2.129 -1.347 -1.615 -0.4274
C -2.212 -0.692 -2.994 -0.7742
N -1.936 0.723 -3.071 0.3968
C -2.878 1.664 -2.529 -0.8835
C -2.514 2.397 -1.215 -0.9288
N -2.421 1.549 -0.064 0.5424
C -3.426 0.976 0.629 -0.3323
C -2.849 0.264 1.655 -0.8126
C -1.473 0.471 1.494 -0.2235
N -1.237 1.250 0.457 -0.4452
C -0.580 1.156 -3.259 -1.4467
C 0.319 1.093 -2.059 1.0150
N 0.725 0.048 -1.413 -0.4100
C 1.511 0.576 -0.422 0.5386
C 2.149 -0.234 0.591 -0.1542
C 1.975 -1.619 0.592 -0.2711
C 2.563 -2.389 1.568 -0.6036
C 3.339 -1.797 2.569 0.9731
O 3.874 -2.649 3.483 -0.4576
C 4.668 -2.120 4.518 -0.8389
C 3.511 -0.414 2.570 -0.3177
C 2.918 0.356 1.588 -1.0073
N 1.599 1.879 -0.496 -0.6350
O 0.825 2.228 -1.557 -0.1806
H -2.915 -0.982 -0.958 0.1409
H -2.247 -2.423 -1.720 0.4901
H -1.164 -1.143 -1.160 -0.0499
H -3.217 -0.850 -3.407 0.3836
H -1.500 -1.186 -3.659 0.3096
H -3.825 1.138 -2.392 0.3737
H -3.037 2.459 -3.275 0.3635
H -1.550 2.897 -1.318 0.3884
H -3.284 3.156 -1.037 0.4428
H -4.453 1.119 0.356 0.4321
H -3.341 -0.319 2.407 0.4099
H -0.659 0.093 2.080 0.5094
H -0.589 2.193 -3.608 0.3336
H -0.129 0.528 -4.037 0.4652
H 1.374 -2.072 -0.181 0.4556
H 2.439 -3.460 1.586 0.4346
H 5.553 -1.610 4.125 0.3372
H 4.982 -2.976 5.114 0.2392
H 4.099 -1.429 5.149 0.3393
H 4.102 0.070 3.331 0.4008
H 3.041 1.428 1.584 0.4847
```

## Properties
Electronic energy: -29513.409 eV
SMILES string: CCN(CCn1cccn1)Cc1nc(-c2ccc(OC)cc2)no1
LUMO energy: 0.8545 eV
2S+1: 1
HOMO-LUMO gap: 9.079 eV
ΔE to the lowest compared entry with this formula, charge and spin: 444.7 kJ/mol



(5)
Formula: C17H21N6O5Pb
Source: the Open Molecules 2025 dataset
Level of theory: ωB97M-V with the def2-TZVPD basis set

Geometry as XYZ:
```
50
Properties=species:S:1:pos:R:3:mulliken_charge:R:1
Pb 0.227 0.531 -0.252 1.1350
O 0.014 6.604 1.748 -0.5089
C 0.017 5.339 1.311 1.1528
C -1.151 4.668 0.935 -0.5101
C -1.048 3.370 0.490 -0.0225
N 0.130 2.756 0.419 -0.3371
C 1.249 3.366 0.812 0.1650
C 1.240 4.666 1.257 -0.6599
C 2.514 2.500 0.825 0.3858
O 3.564 3.017 1.151 -0.6742
O 2.316 1.268 0.496 -0.6467
C -2.269 2.514 0.136 0.3039
O -3.368 3.029 0.178 -0.6773
O -1.987 1.284 -0.135 -0.6385
H -0.875 6.973 1.727 0.3071
H -2.125 5.137 0.992 0.4684
H 2.162 5.140 1.564 0.5713
C 1.263 -5.015 0.037 -0.7070
C 1.274 -3.472 -0.127 -0.3425
N -0.090 -2.973 -0.237 -0.0377
C -0.735 -3.509 -1.427 -0.6539
C -0.759 -5.059 -1.365 -0.5645
N -0.166 -5.460 -0.047 -0.0684
C -0.957 -4.868 1.081 -0.8590
C -0.854 -3.325 0.953 -0.1651
H 1.653 -5.329 1.004 0.3872
H 1.826 -5.519 -0.746 0.3162
H 1.832 -3.180 -1.015 0.4810
H 1.751 -3.002 0.733 0.1278
H -0.192 -3.172 -2.309 0.4104
H -1.747 -3.112 -1.483 0.4298
H -0.164 -5.515 -2.153 0.3380
H -1.770 -5.458 -1.417 0.3441
H -0.196 -6.475 0.027 0.3075
H -0.536 -5.233 2.016 0.4265
H -1.983 -5.223 0.997 0.2720
H -0.358 -2.900 1.826 -0.0049
H -1.844 -2.876 0.883 0.5780
N 1.974 -1.126 4.967 -0.4570
C 0.975 -0.552 4.243 0.4664
C 1.027 -0.470 2.841 -0.4753
N 0.020 0.050 2.156 0.1867
C -1.044 0.514 2.818 -0.3483
C -1.072 0.444 4.202 -0.5013
N -0.083 -0.087 4.906 -0.5778
H 2.887 -1.210 4.555 0.2309
H 1.937 -0.980 5.962 0.2764
H 1.914 -0.755 2.286 0.3718
H -1.856 0.919 2.232 0.5967
H -1.911 0.835 4.763 0.4015
```

## Properties
Electronic energy: -42391.303 eV
LUMO energy: -3.2199 eV
2S+1: 1
HOMO-LUMO gap: 8.036 eV
Charge: +1



(6)
Formula: C17H21N6PReSSe
Source: the Open Molecules 2025 dataset
Level of theory: ωB97M-V with the def2-TZVPD basis set

Geometry as XYZ:
```
48
Properties=species:S:1:pos:R:3:mulliken_charge:R:1
Re -0.064 -0.164 -0.626 0.8086
C -5.072 -2.136 -0.422 -1.2610
C -4.305 -1.324 -1.389 0.8059
N -4.734 -0.842 -2.517 -0.5493
N -3.700 -0.169 -3.075 0.2412
C -2.622 -0.211 -2.329 0.3903
S -0.985 0.437 -2.527 -0.1635
N -2.966 -0.930 -1.250 0.2846
N -2.017 -1.189 -0.227 -0.8516
H -6.072 -2.288 -0.827 0.3574
H -5.167 -1.624 0.539 0.3747
H -4.613 -3.116 -0.272 0.3764
H -3.840 0.285 -3.976 0.1887
H -2.417 -0.862 0.659 0.3978
H -1.928 -2.207 -0.142 0.3876
Se -0.662 2.950 0.580 0.4167
N -0.278 1.129 0.855 -0.4087
C -0.224 0.917 2.200 1.4898
C 0.058 -0.286 2.856 -0.4660
C 0.040 -0.288 4.238 -0.7366
C -0.237 0.874 5.011 -0.6991
C -0.503 2.062 4.406 -0.5901
C -0.500 2.109 2.978 0.3346
N -0.745 3.203 2.285 -0.5494
H 0.300 -1.198 2.318 0.3980
H 0.251 -1.211 4.764 0.4633
H -0.228 0.796 6.090 0.4719
H -0.716 2.969 4.959 0.5357
C 2.795 -2.272 -0.027 -1.0321
P 1.936 -1.311 -1.278 0.5269
C 2.205 -1.997 -2.914 -0.9952
C 2.194 0.470 -1.121 0.4789
C 2.795 0.978 0.074 -0.0014
C 3.301 2.253 0.110 -0.9013
C 3.253 3.052 -1.040 -0.4264
C 2.682 2.585 -2.229 -0.9903
C 2.178 1.307 -2.281 0.0374
H 2.575 -1.943 0.989 0.3710
H 3.872 -2.189 -0.205 0.4600
H 2.498 -3.317 -0.140 0.4251
H 3.286 -2.014 -3.088 0.4489
H 1.713 -1.418 -3.692 0.3823
H 1.831 -3.024 -2.927 0.4273
H 2.884 0.347 0.952 0.3457
H 3.776 2.629 1.008 0.5155
H 3.689 4.045 -1.015 0.4924
H 2.679 3.210 -3.112 0.5210
H 1.804 0.923 -3.224 0.4661
```

## Properties
Electronic energy: -114465.946 eV
LUMO energy (spin up / spin down): -14.9017 / -15.0662 eV
2S+1: 2
HOMO-LUMO gap (spin up / spin down): 6.024 / 5.941 eV
ΔE to the lowest compared entry with this formula, charge and spin: 0.0 kJ/mol
Charge: +4



Repeat the second record exactly.
Formula: C17H21N3O4S
Source: the Open Molecules 2025 dataset
Level of theory: ωB97M-V with the def2-TZVPD basis set

Geometry as XYZ:
```
46
Properties=species:S:1:pos:R:3:mulliken_charge:R:1
C 7.774 0.512 -0.339 -0.6953
O 6.447 0.751 -0.788 -0.3006
C 5.492 0.741 0.149 0.2532
O 5.716 0.559 1.317 -0.5837
C 4.130 1.009 -0.469 0.2932
C 3.041 1.121 0.599 -0.8441
C 2.746 -0.241 1.234 -0.9492
N 2.417 -1.211 0.216 0.1016
C 1.218 -1.786 -0.016 0.9626
O 1.023 -2.525 -0.961 -0.6605
C 0.106 -1.508 0.983 -0.8971
S -0.475 0.220 0.871 -0.2663
C -2.168 -0.059 0.589 0.1771
N -2.758 -1.215 0.613 -0.5272
C -4.080 -0.950 0.349 0.2667
C -5.171 -1.806 0.249 -0.7359
C -6.398 -1.249 -0.024 -0.5269
C -6.570 0.136 -0.201 0.8137
O -7.852 0.522 -0.464 -0.4289
C -8.115 1.889 -0.658 -0.8105
C -5.494 1.006 -0.106 -0.5124
C -4.261 0.438 0.169 0.0135
N -3.011 0.987 0.329 -0.0499
C 3.487 -1.404 -0.741 -0.9844
C 3.773 -0.095 -1.474 -1.0195
H 7.871 -0.512 0.028 0.2989
H 8.419 0.669 -1.199 0.2347
H 8.031 1.201 0.467 0.3058
H 4.221 1.958 -1.009 0.4657
H 3.357 1.811 1.381 0.3533
H 2.128 1.505 0.141 0.4012
H 1.935 -0.134 1.951 0.5191
H 3.639 -0.586 1.766 0.3527
H -0.762 -2.118 0.729 0.4300
H 0.417 -1.700 2.010 0.5205
H -5.051 -2.868 0.381 0.4294
H -7.277 -1.867 -0.112 0.4237
H -7.565 2.287 -1.517 0.3210
H -9.184 1.960 -0.852 0.2352
H -7.871 2.477 0.234 0.3199
H -5.591 2.072 -0.237 0.3959
H -2.752 1.957 0.270 0.1817
H 3.170 -2.178 -1.443 0.4194
H 4.380 -1.744 -0.205 0.4008
H 4.588 -0.235 -2.184 0.4948
H 2.879 0.203 -2.025 0.4069
```

## Properties
Electronic energy: -41466.332 eV
SMILES string: COC(=O)C1CCN(C(=O)CSc2nc3ccc(OC)cc3[nH]2)CC1
LUMO energy: 0.4069 eV
2S+1: 1
HOMO-LUMO gap: 8.042 eV
ΔE to the lowest compared entry with this formula, charge and spin: 130.4 kJ/mol